Run 1
Below is a 2-piece molecular cluster, C3H6IN overall, with properties calculated with ωB97M-V/def2-TZVPD.

```
11
Properties=species:S:1:pos:R:3
C -0.2144 -0.0964 -0.6929
C -0.6930 0.8718 0.3764
C 1.2406 -0.4246 -0.4124
N -0.9086 -0.3906 -1.6575
I -1.9615 -2.4040 1.4452
H -1.7447 1.0977 0.3894
H -0.3377 0.5742 1.3299
H -0.3229 1.9151 0.3403
H 1.4387 -0.3071 0.6370
H 1.8669 0.4623 -0.8374
H 1.6367 -1.2983 -0.9181
```

Gap between HOMO and LUMO (alpha / beta) = 10.02 / 6.31 eV
2S+1 = 1
Highest occupied orbital energy (alpha / beta) = -0.377 / -0.349 Eh

Run 2
Below is a 2-piece molecular cluster, C3H6IN overall, with properties calculated with ωB97M-V/def2-TZVPD.

```
11
Properties=species:S:1:pos:R:3
C 0.3188 2.5045 0.1821
C -0.2363 -0.4564 -0.7744
C 0.7572 -0.1582 0.4037
N -0.8506 2.3662 -0.1534
I 2.8495 -0.3319 0.0686
H 0.8729 3.4200 0.3552
H 0.3810 -0.6186 -1.8300
H -1.0502 0.2856 -1.0090
H -0.6902 -1.4439 -0.6434
H 0.2875 -0.0010 1.3918
H -1.5717 2.9822 -0.4736
```

Gap between HOMO and LUMO (alpha / beta) = 7.90 / 8.40 eV
2S+1 = 1
Highest occupied orbital energy (alpha / beta) = -0.280 / -0.289 Eh

Which structure loses on stability? run 2 does.

Run 1
Below is a 2-piece molecular cluster, C2H8IN2 overall, with properties calculated with ωB97M-V/def2-TZVPD.

```
13
Properties=species:S:1:pos:R:3
C 1.3326 0.6127 0.7717
C -0.1243 0.3581 0.8145
N 1.7831 1.3760 -0.1813
N -1.4594 -1.2707 -1.1961
I -0.6516 -0.8104 2.7561
H 1.8540 0.0610 1.5743
H -0.4258 -0.2493 -0.0813
H -0.7043 1.2819 0.8957
H 2.7802 1.5109 -0.3422
H 1.0851 1.7376 -0.8437
H -1.9283 -0.8540 -1.9418
H -2.2532 -1.5772 -0.5947
H -1.2881 -2.1766 -1.6311
```

Gap between HOMO and LUMO = 8.38 eV
2S+1 = 1
Highest occupied orbital energy = -0.491 Eh
Charge = +1

Run 2
Below is a 2-piece molecular cluster, C2H8IN2 overall, with properties calculated with ωB97M-V/def2-TZVPD.

```
13
Properties=species:S:1:pos:R:3
C -0.7419 -0.6576 0.9826
C 0.0580 0.6210 0.7879
N 0.1711 -1.8223 0.8478
N 0.4477 1.0893 -1.5765
I -0.7991 2.5194 1.1587
H -1.4168 -0.8179 1.8065
H -1.4228 -0.7905 0.1540
H 1.1093 0.6161 0.8762
H -0.0824 -2.5197 0.0880
H 1.1077 -1.6395 0.5386
H 0.4888 0.2266 -1.9693
H 1.3934 1.5952 -1.7593
H -0.3131 1.5799 -1.9351
```

Gap between HOMO and LUMO = 7.45 eV
2S+1 = 1
Highest occupied orbital energy = -0.507 Eh
Charge = +1

Which structure loses on stability? run 2 does.

Run 1
Below is C46H61FMoNO8PSeTe as an isolated structure, with properties calculated with ωB97M-V/def2-TZVPD.

```
121
Properties=species:S:1:pos:R:3
Mo -0.9930 1.3324 0.2569
C 1.3519 -4.2778 5.1541
C 0.5038 -3.1012 5.6642
C -0.8726 -3.6315 6.0658
C 1.1717 -2.4773 6.8987
C 0.4085 -2.0499 4.5580
C -0.8127 -1.6540 4.0058
C -0.8116 -0.7481 2.9736
Se -2.4571 -0.2714 2.0907
C -2.4863 -1.7295 0.8687
C -3.0079 -2.9585 1.2091
C -2.9519 -3.9953 0.2784
C -2.4393 -3.6936 -0.9813
C -1.9391 -2.4493 -1.3707
C -1.9397 -1.4816 -0.3779
O -1.3905 -0.2363 -0.5855
C -1.4177 -2.2776 -2.8089
C -0.1853 -3.1756 -2.9976
C -1.0117 -0.8400 -3.1476
C -2.5269 -2.6919 -3.7935
C -3.4140 -5.4178 0.5985
C -2.2316 -6.3782 0.3852
C -3.8925 -5.5467 2.0444
C -4.5680 -5.8045 -0.3396
C 0.3751 -0.2002 2.4797
O 0.1595 0.6639 1.4217
C 1.6056 -0.5152 3.0238
C 1.5643 -1.4603 4.0527
C 2.9609 0.0591 2.5941
C 3.6758 0.6465 3.8232
C 3.8017 -1.0749 1.9849
C 2.8184 1.1752 1.5608
H 1.3803 -5.0660 5.9095
H 0.9299 -4.6987 4.2371
H 2.3827 -3.9785 4.9492
H -0.7559 -4.3720 6.8577
H -1.5189 -2.8381 6.4527
H -1.3787 -4.1227 5.2290
H 1.2443 -3.2223 7.6935
H 2.1826 -2.1248 6.6812
H 0.5898 -1.6323 7.2762
H -1.7498 -2.0580 4.3652
H -3.4409 -3.1078 2.1899
H -2.4217 -4.4848 -1.7212
H 0.6118 -2.8976 -2.3015
H -0.4224 -4.2293 -2.8341
H 0.1970 -3.0744 -4.0174
H -0.1388 -0.5251 -2.5727
H -0.7464 -0.7978 -4.2065
H -1.8281 -0.1333 -2.9805
H -2.7931 -3.7458 -3.7033
H -3.4317 -2.0986 -3.6370
H -2.1848 -2.5291 -4.8184
H -1.3737 -6.0870 0.9983
H -2.5234 -7.3925 0.6675
H -1.9110 -6.4047 -0.6595
H -3.1006 -5.2938 2.7572
H -4.7643 -4.9164 2.2458
H -4.1872 -6.5799 2.2346
H -4.2661 -5.7719 -1.3899
H -4.8987 -6.8227 -0.1212
H -5.4215 -5.1333 -0.2099
H 2.5109 -1.7481 4.4934
H 3.9285 -0.1157 4.5623
H 4.6098 1.1193 3.5103
H 3.0558 1.4013 4.3141
H 4.0102 -1.8645 2.7099
H 3.2891 -1.5284 1.1313
H 4.7597 -0.6785 1.6391
H 2.2174 2.0053 1.9415
H 3.8117 1.5551 1.3127
H 2.3564 0.8183 0.6443
C 0.5278 5.2484 -6.0178
C 1.2137 3.8901 -6.0540
C 2.6907 4.0330 -6.3606
C 3.4039 2.6965 -6.2800
C 3.2353 2.1207 -4.9007
C 4.1878 1.3185 -4.3311
C 3.9893 0.7746 -3.0600
F 4.9382 -0.0140 -2.5581
C 2.8650 1.0146 -2.3371
C 1.8725 1.8396 -2.8950
C 0.6433 2.0573 -2.1953
O 0.5545 1.5262 -0.9894
C -0.3724 2.7308 -2.8560
C -0.1249 3.2535 -4.1156
N 1.0366 3.1624 -4.7320
C 2.0591 2.3939 -4.1708
C -1.7386 2.8708 -2.2945
O -2.7706 2.9864 -3.1093
O -1.8945 2.2065 -1.1317
H 0.8510 5.8167 -6.8890
H 0.8170 5.8047 -5.1217
H -0.5598 5.1894 -6.0606
H 0.7491 3.2592 -6.8131
H 3.1381 4.7407 -5.6548
H 2.7824 4.4625 -7.3562
H 4.4622 2.7993 -6.5137
H 2.9792 2.0072 -7.0163
H 5.0990 1.0818 -4.8687
H 2.7280 0.5708 -1.3657
H -0.9106 3.7902 -4.6248
C -3.8618 5.8503 1.9912
C -2.3847 6.1562 1.9592
O -1.6009 4.9552 2.2292
P -1.1003 4.0161 1.0493
O -1.7535 2.5416 1.4806
Te -2.7143 4.9310 -2.3469
O 0.3829 3.5804 1.5641
C 1.4661 4.5491 1.5736
C 2.0979 4.6704 0.2032
H -4.4325 6.7596 1.7982
H -4.1503 5.4614 2.9687
H -4.1231 5.1113 1.2308
H -2.0997 6.8575 2.7369
H -2.0814 6.5751 0.9978
H 2.1775 4.1807 2.3060
H 1.0831 5.5024 1.9344
H 2.4741 3.6988 -0.1291
H 2.9336 5.3715 0.2374
H 1.3770 5.0351 -0.5319
```

Gap between HOMO and LUMO = 5.46 eV
2S+1 = 1
Highest occupied orbital energy = -0.469 Eh
Charge = +2

Run 2
Below is C46H61FMoNO8PSeTe as an isolated structure, with properties calculated with ωB97M-V/def2-TZVPD.

```
121
Properties=species:S:1:pos:R:3
Mo 0.8139 -1.1261 -0.2234
C 0.8585 6.5478 -0.1160
C 0.2685 5.9071 -1.3811
C 0.8606 6.6034 -2.6053
C -1.2552 6.1016 -1.3942
C 0.5698 4.4125 -1.3651
C 0.0856 3.6272 -0.3071
C 0.3375 2.2808 -0.3025
Se -0.3512 1.1305 1.0749
C -2.0327 0.8389 0.2650
C -3.0960 1.6668 0.5670
C -4.2802 1.5252 -0.1478
C -4.2880 0.5718 -1.1574
C -3.2329 -0.2813 -1.4992
C -2.0831 -0.1635 -0.7078
O -1.0007 -1.0113 -0.7495
C -3.4667 -1.1768 -2.7231
C -3.7925 -0.2690 -3.9221
C -4.6391 -2.1322 -2.4595
C -2.2537 -2.0149 -3.0886
C -5.5137 2.3859 0.1058
C -5.8469 3.1744 -1.1684
C -5.2881 3.3767 1.2476
C -6.6940 1.4744 0.4719
C 1.0800 1.6823 -1.3238
O 1.2844 0.3397 -1.1560
C 1.5949 2.4065 -2.3879
C 1.3024 3.7794 -2.3571
C 2.4177 1.8641 -3.5621
C 1.6943 2.2239 -4.8697
C 3.7978 2.5363 -3.5298
C 2.6271 0.3479 -3.5525
H 0.6481 7.6178 -0.1132
H 0.4301 6.1250 0.7938
H 1.9409 6.4149 -0.0779
H 0.6121 7.6639 -2.5686
H 1.9489 6.5242 -2.6326
H 0.4550 6.2043 -3.5369
H -1.4898 7.1666 -1.4029
H -1.7003 5.6480 -2.2816
H -1.7297 5.6665 -0.5131
H -0.4833 4.0717 0.4990
H -2.9879 2.4172 1.3369
H -5.1915 0.4777 -1.7433
H -4.7070 0.3055 -3.7796
H -2.9786 0.4340 -4.1102
H -3.9248 -0.8829 -4.8143
H -5.5639 -1.6070 -2.2235
H -4.8210 -2.7367 -3.3492
H -4.4126 -2.8116 -1.6348
H -1.3736 -1.3960 -3.2699
H -2.0229 -2.7294 -2.3022
H -2.4602 -2.5746 -4.0026
H -5.0233 3.8350 -1.4460
H -6.0536 2.5163 -2.0132
H -6.7333 3.7878 -1.0022
H -4.4830 4.0795 1.0215
H -6.1950 3.9608 1.4031
H -5.0591 2.8701 2.1874
H -6.9268 0.7713 -0.3288
H -6.4809 0.9024 1.3768
H -7.5848 2.0767 0.6533
H 1.6858 4.3788 -3.1688
H 1.5798 3.2991 -5.0010
H 2.2701 1.8488 -5.7163
H 0.7021 1.7699 -4.9051
H 3.7268 3.6223 -3.5881
H 4.3370 2.2791 -2.6165
H 4.3886 2.1948 -4.3807
H 1.6794 -0.1929 -3.6121
H 3.2088 0.0811 -4.4357
H 3.1843 0.0016 -2.6815
C 7.2027 -3.1490 3.4282
C 5.9563 -3.0909 4.2904
C 6.1914 -2.3388 5.5881
C 4.9595 -2.4221 6.4693
C 3.7464 -1.9463 5.7225
C 2.6507 -1.4643 6.3965
C 1.5340 -0.9905 5.7046
F 0.4992 -0.5461 6.4146
C 1.4851 -0.9543 4.3433
C 2.5907 -1.4404 3.6289
C 2.5879 -1.4221 2.1961
O 1.5786 -0.8575 1.5904
C 3.6817 -1.9410 1.5279
C 4.7571 -2.4334 2.2554
N 4.7904 -2.4552 3.5735
C 3.7132 -1.9538 4.3094
C 3.7950 -1.9139 0.0549
O 4.8078 -2.1659 -0.5335
O 2.6394 -1.6909 -0.5733
H 8.0144 -3.5220 4.0507
H 7.4860 -2.1590 3.0670
H 7.1172 -3.8312 2.5842
H 5.6260 -4.1067 4.5270
H 6.4485 -1.2992 5.3679
H 7.0480 -2.7872 6.0896
H 5.0809 -1.8306 7.3760
H 4.8050 -3.4578 6.7865
H 2.6443 -1.4340 7.4788
H 0.6217 -0.5659 3.8247
H 5.6122 -2.8108 1.7165
C 0.1469 -6.9893 -1.1148
C -0.2294 -6.6197 0.2981
O 0.2478 -5.2799 0.6606
P -0.2619 -3.9754 -0.0239
O 0.1809 -2.8117 0.8802
Te 0.7791 -3.3350 -2.0592
O -1.8182 -4.0685 -0.1748
C -2.6955 -4.1266 1.0087
C -3.1258 -2.7400 1.4174
H -0.1297 -8.0288 -1.2907
H 1.2199 -6.8893 -1.2754
H -0.3882 -6.3836 -1.8497
H 0.2470 -7.2661 1.0292
H -1.3074 -6.6429 0.4537
H -2.1692 -4.6450 1.8119
H -3.5353 -4.7387 0.6891
H -2.2695 -2.1377 1.7201
H -3.8084 -2.8222 2.2641
H -3.6432 -2.2303 0.6048
```

Gap between HOMO and LUMO = 5.65 eV
2S+1 = 1
Highest occupied orbital energy = -0.482 Eh
Charge = +2

Which structure loses on stability? run 1 does.